No. 1
74
Properties=species:S:1:pos:R:3 method="wB97M-V/def2-TZVPD" total_charge=+1 lumo_ev=-4.238 e_homo_ev=-11.0 energy_ha=-3755.36548
Ga 0.15 0.96 -0.89
C 3.25 2.64 0.39
C 3.45 2.89 -1.09
C 4.79 3.07 -1.55
C 5.06 3.29 -2.87
C 3.98 3.28 -3.78
C 2.67 3.08 -3.40
C 1.61 3.22 -4.46
C 2.42 2.90 -2.00
N 1.05 2.73 -1.52
C 0.19 3.77 -1.67
O 0.42 4.90 -2.03
C -1.21 3.32 -1.55
C -2.24 4.15 -2.07
C -3.50 3.55 -2.15
C -3.61 2.16 -1.99
C -2.51 1.44 -1.62
N -1.44 2.07 -1.17
C -2.37 0.02 -1.98
O -3.24 -0.59 -2.60
N -1.07 -0.48 -1.64
C -0.64 -1.67 -2.23
C -1.25 -2.91 -1.80
C -2.30 -2.91 -0.71
C -0.84 -4.16 -2.33
C 0.22 -4.22 -3.21
C 0.77 -3.04 -3.73
C 0.39 -1.76 -3.25
C 0.96 -0.54 -3.91
H 2.79 3.56 0.84
H 4.30 2.47 0.74
H 2.64 1.77 0.66
H 5.61 3.07 -0.79
H 6.11 3.46 -3.14
H 4.24 3.26 -4.86
H 1.86 2.66 -5.38
H 1.48 4.28 -4.82
H 0.60 2.87 -4.15
H -1.99 5.15 -2.45
H -4.44 4.05 -2.42
H -4.51 1.63 -2.19
H -3.20 -2.36 -0.96
H -1.88 -2.41 0.17
H -2.48 -3.99 -0.54
H -1.49 -5.03 -2.11
H 0.59 -5.16 -3.60
H 1.58 -3.06 -4.56
H 1.16 -0.82 -4.94
H 1.88 -0.12 -3.43
H 0.18 0.24 -3.91
N -1.22 -1.19 5.60
C -1.45 -2.21 6.44
C -2.07 -2.43 7.73
C -2.21 -3.72 8.19
C -1.68 -4.83 7.49
C -1.04 -4.68 6.28
C -0.96 -3.39 5.72
N -0.56 -3.07 4.42
C -0.64 -1.72 4.42
C -0.24 -0.91 3.30
C 0.13 -1.65 2.19
C 0.51 -0.90 1.08
N 0.28 0.45 0.99
C -0.04 1.14 2.17
C -0.36 0.49 3.34
H -1.28 -0.19 5.80
H -2.52 -1.57 8.15
H -2.69 -3.96 9.17
H -2.03 -5.82 7.79
H -0.69 -5.55 5.77
H 0.05 -2.79 2.09
H 0.94 -1.40 0.22
H 0.03 2.20 2.06
H -0.50 1.04 4.26


No. 2
9
Properties=species:S:1:pos:R:3 method="wB97M-V/def2-TZVPD" total_charge=0 lumo_ev=-0.706 de_lowest_kcal_mol=6.4 e_homo_ev=-10.8 smiles="O=S(=O)(CCl)OCl" energy_ha=-1583.47882
O -2.22 -0.05 -2.09
S -1.92 0.07 -0.71
O -1.55 1.26 -0.06
C -0.52 -1.39 -0.21
Cl 0.62 -1.20 -1.47
O -3.30 -0.49 -0.09
Cl -3.80 -0.01 1.44
H -0.91 -2.48 -0.08
H -0.09 -0.94 0.71


No. 3
15
Properties=species:S:1:pos:R:3 method="wB97M-V/def2-TZVPD" total_charge=+1 lumo_ev=-5.950 de_lowest_kcal_mol=118.9 e_homo_ev=-12.8 energy_ha=-321.10182
C -1.50 0.17 -1.00
C 2.16 0.15 -0.09
C 1.74 0.91 0.87
C -1.07 -0.86 1.03
N 2.13 -0.68 -1.02
N -1.58 1.23 -0.36
N -1.23 -1.01 -0.27
H -1.79 0.18 -2.12
H 1.42 0.53 1.89
H 1.94 1.94 0.97
H -1.02 -1.65 1.61
H -1.11 0.11 1.47
H 2.95 -1.19 -1.38
H -1.75 2.11 -0.83
H -1.30 -1.94 -0.77


No. 4
24
Properties=species:S:1:pos:R:3 method="wB97M-V/def2-TZVPD" total_charge=0 lumo_ev=1.103 de_lowest_kcal_mol=32.6 e_homo_ev=-8.3 smiles=CNC[C@H](C)N(C)C energy_ha=-347.67292
C -0.84 -3.08 -1.35
N -1.03 -1.69 -0.88
C 0.21 -1.17 -0.26
C 0.16 0.37 -0.31
C 1.45 0.97 -0.87
N -0.26 0.97 0.97
C -1.15 2.12 0.77
C 0.81 1.31 1.89
H -1.83 -3.50 -1.49
H -0.27 -3.67 -0.63
H -0.37 -3.00 -2.33
H -1.77 -1.64 -0.20
H 0.24 -1.58 0.76
H 1.06 -1.55 -0.82
H -0.64 0.56 -1.02
H 1.35 2.05 -1.00
H 2.25 0.84 -0.14
H 1.74 0.49 -1.81
H -1.82 1.87 -0.05
H -1.82 2.16 1.64
H -0.66 3.09 0.64
H 0.35 1.36 2.88
H 1.33 2.25 1.69
H 1.53 0.49 1.92


No. 5
49
Properties=species:S:1:pos:R:3 method="wB97M-V/def2-TZVPD" total_charge=-1 lumo_ev=2.845 e_homo_ev=-4.3 energy_ha=-1299.53636
C -4.15 -2.20 0.89
O -3.36 -1.33 0.13
C -4.09 -0.20 -0.33
C -4.20 0.90 0.74
C -3.23 2.05 0.50
C -1.75 1.61 0.51
C -0.92 2.26 1.64
C -0.08 1.28 2.47
C 0.79 0.32 1.65
C 1.92 1.02 0.89
B 2.57 0.12 -0.34
S 4.07 1.12 -1.05
C 1.37 -0.19 -1.43
C 1.75 -0.25 -2.92
C 2.52 -1.47 -3.32
O 3.41 -1.50 -4.18
O 2.11 -2.60 -2.68
C 3.21 -1.24 0.34
C 4.40 -1.89 -0.37
F 2.23 -2.25 0.53
H -4.76 -2.83 0.24
H -3.50 -2.83 1.49
H -4.82 -1.67 1.57
H -3.57 0.18 -1.20
H -5.08 -0.51 -0.65
H -5.22 1.28 0.77
H -3.95 0.46 1.70
H -3.41 2.82 1.25
H -3.48 2.51 -0.46
H -1.32 1.92 -0.44
H -1.72 0.53 0.59
H -0.30 3.05 1.23
H -1.62 2.74 2.32
H -0.73 0.73 3.15
H 0.60 1.87 3.08
H 1.24 -0.36 2.36
H 0.17 -0.30 1.00
H 1.60 2.00 0.52
H 2.72 1.21 1.61
H 3.44 2.13 -1.68
H 0.87 -1.13 -1.20
H 0.61 0.59 -1.32
H 2.28 0.63 -3.27
H 0.83 -0.30 -3.51
H 2.88 -3.16 -2.51
H 3.55 -0.97 1.35
H 5.32 -1.47 0.02
H 4.42 -2.97 -0.20
H 4.40 -1.71 -1.44


No. 6
10
Properties=species:S:1:pos:R:3 method="wB97M-V/def2-TZVPD" total_charge=0 lumo_ev=0.124 de_lowest_kcal_mol=102.4 e_homo_ev=-9.9 energy_ha=-322.12861
C -2.44 -1.36 -0.46
C -1.30 -0.77 -0.44
C -0.17 -0.02 0.07
C 0.34 0.10 1.32
O 1.48 0.80 1.27
N 1.75 1.16 -0.03
C 0.77 0.68 -0.73
H -1.19 -1.21 -1.48
H 0.03 -0.23 2.30
H 0.73 0.84 -1.80


No. 7
69
Properties=species:S:1:pos:R:3 method="wB97M-V/def2-TZVPD" total_charge=-1 lumo_ev=2.597 de_lowest_kcal_mol=0.0 e_homo_ev=-6.9 energy_ha=-1648.54878
O -20.57 -9.17 -12.51
C -19.38 -9.57 -11.99
O -18.85 -8.78 -11.20
O -19.01 -10.76 -12.20
H -20.94 -9.94 -12.99
C -15.43 -9.58 -11.33
O -16.01 -10.71 -11.96
H -15.52 -8.70 -11.97
H -15.92 -9.39 -10.37
H -14.39 -9.80 -11.11
H -16.97 -10.60 -12.00
C -17.72 -10.81 -8.71
O -17.57 -9.40 -8.63
H -17.47 -11.26 -7.75
H -18.74 -11.08 -8.99
H -17.06 -11.22 -9.49
H -17.94 -9.05 -9.45
C -21.25 -9.14 -8.95
O -21.46 -9.03 -7.55
H -20.21 -9.41 -9.18
H -21.91 -9.91 -9.33
H -21.47 -8.23 -9.52
H -20.94 -8.26 -7.26
C -23.75 -8.00 -14.77
O -23.85 -8.95 -13.72
H -23.08 -7.17 -14.54
H -23.37 -8.45 -15.71
H -24.74 -7.62 -15.02
H -23.08 -9.53 -13.84
C -22.38 -12.35 -13.59
C -21.33 -13.00 -12.71
O -21.19 -12.36 -11.48
O -21.93 -11.15 -14.21
H -23.25 -12.07 -13.00
H -22.75 -13.08 -14.33
H -20.38 -13.01 -13.27
H -21.56 -14.06 -12.57
H -20.41 -11.77 -11.52
H -21.18 -11.34 -14.79
C -18.07 -5.67 -9.74
C -19.51 -5.27 -9.99
O -19.59 -4.29 -11.01
O -17.51 -6.40 -10.81
H -18.03 -6.22 -8.79
H -17.48 -4.76 -9.61
H -19.95 -4.96 -9.03
H -20.07 -6.16 -10.30
H -20.46 -4.33 -11.40
H -18.00 -7.25 -10.81
C -18.02 -14.02 -11.54
C -16.82 -14.93 -11.38
O -16.78 -16.00 -12.30
O -17.98 -13.30 -12.76
H -18.07 -13.36 -10.67
H -18.97 -14.57 -11.54
H -16.78 -15.26 -10.33
H -15.91 -14.34 -11.53
H -17.50 -16.60 -12.12
H -18.36 -12.43 -12.59
C -19.44 -4.59 -13.99
C -19.46 -6.01 -13.49
O -20.78 -6.33 -13.06
O -20.07 -4.45 -15.27
H -18.42 -4.25 -14.16
H -19.94 -3.96 -13.25
H -18.75 -6.16 -12.67
H -19.16 -6.67 -14.31
H -20.73 -7.20 -12.63
H -21.02 -4.42 -15.13


No. 8
61
Properties=species:S:1:pos:R:3 method="wB97M-V/def2-TZVPD" spin_multiplicity=4 total_charge=+1 lumo_ev="-2.348 / -2.827" s2=3.756 e_homo_ev="-12.0 / -11.9" energy_ha=-5199.85774
Co 0.14 -0.41 0.46
N -1.16 -0.35 -3.28
C -0.47 -1.35 -2.42
C -1.27 -2.61 -2.15
C -0.56 -3.36 -1.02
N -0.61 -2.56 0.22
C 0.90 -3.66 -1.38
C 1.67 -2.41 -1.81
N 1.86 -1.50 -0.67
C 0.92 -1.68 -2.93
H -2.06 -0.10 -2.85
H -1.28 -0.65 -4.25
H -0.54 0.51 -3.19
H -0.35 -0.82 -1.46
H -1.32 -3.25 -3.04
H -2.28 -2.37 -1.84
H -1.07 -4.32 -0.86
H -0.12 -3.05 0.96
H -1.58 -2.49 0.53
H 0.92 -4.37 -2.21
H 1.39 -4.12 -0.53
H 2.65 -2.73 -2.19
H 2.38 -0.68 -0.97
H 2.42 -1.97 0.04
H 0.88 -2.32 -3.81
H 1.45 -0.76 -3.19
F -2.38 3.34 -1.88
C -2.35 3.58 -0.57
F -1.74 4.71 -0.31
F -3.61 3.71 -0.18
S -1.63 2.05 0.29
O -1.35 1.03 -0.72
O -0.59 2.26 1.26
N -2.96 1.65 1.06
S -2.88 0.28 1.79
O -1.58 -0.37 1.68
O -3.51 0.18 3.05
C -3.93 -0.78 0.63
F -3.52 -0.61 -0.65
F -3.77 -2.09 0.87
F -5.22 -0.51 0.68
F 2.88 3.70 -0.67
C 2.48 2.99 -1.71
F 3.42 2.07 -1.98
F 2.37 3.79 -2.76
S 0.86 2.09 -1.36
O -0.05 3.14 -1.02
O 0.62 1.42 -2.62
O 1.28 1.18 -0.31
S 1.33 -1.17 2.45
C 1.69 0.19 3.38
N 2.46 0.14 4.47
C 2.64 1.45 5.07
C 1.84 2.36 4.12
N 1.31 1.43 3.14
H 2.86 -0.70 4.84
H 3.70 1.71 5.11
H 2.24 1.46 6.09
H 2.47 3.10 3.62
H 1.03 2.88 4.62
H 0.69 1.72 2.39


No. 9
15
Properties=species:S:1:pos:R:3 method="wB97M-V/def2-TZVPD" spin_multiplicity=3 total_charge=+1 lumo_ev="-4.835 / -6.911" de_lowest_kcal_mol=21.5 s2=2.009 e_homo_ev="-12.8 / -15.0" energy_ha=-307.74011
C -0.57 0.54 0.00
C -0.08 1.82 -0.02
C 2.21 -0.45 0.07
C -2.06 -1.29 -0.05
O 0.91 -0.93 0.01
O -1.69 0.05 -0.15
H 0.98 1.87 0.37
H -0.25 2.10 -1.07
H -0.40 2.71 0.62
H 2.79 -1.43 0.37
H 2.39 0.29 1.03
H 2.48 -0.02 -0.95
H -2.36 -1.70 1.00
H -2.95 -1.57 -0.79
H -1.39 -1.98 -0.44


No. 10
66
Properties=species:S:1:pos:R:3 method="wB97M-V/def2-TZVPD" total_charge=+1 lumo_ev=-3.810 de_lowest_kcal_mol=25.0 e_homo_ev=-9.3 energy_ha=-4255.59101
Pt 0.15 -0.79 -1.11
C -4.06 2.04 3.40
C -2.77 1.62 2.75
C -1.96 0.64 3.32
C -0.82 0.18 2.67
C -0.42 0.70 1.44
N 0.67 0.19 0.71
C 1.87 0.03 1.36
C 2.12 0.68 2.59
C 3.31 0.60 3.26
C 4.40 -0.10 2.74
C 5.72 -0.16 3.44
C 4.21 -0.68 1.50
C 2.99 -0.64 0.83
N 2.98 -1.23 -0.49
C 3.95 -1.99 -1.02
C 3.77 -2.04 -2.39
C 2.63 -1.28 -2.62
N 2.15 -0.80 -1.47
C -1.20 1.74 0.91
C -2.37 2.16 1.53
N -0.78 2.44 -0.26
C -0.85 3.78 -0.45
C -0.32 4.05 -1.68
C 0.06 2.79 -2.18
N -0.22 1.83 -1.32
H -4.00 1.94 4.48
H -4.89 1.43 3.05
H -4.30 3.08 3.17
H -2.23 0.21 4.27
H -0.23 -0.61 3.12
H 1.33 1.28 3.03
H 3.42 1.12 4.21
H 5.63 0.16 4.48
H 6.46 0.50 2.97
H 6.14 -1.17 3.44
H 5.06 -1.15 1.03
H 4.73 -2.41 -0.42
H 4.40 -2.54 -3.11
H 2.12 -1.05 -3.53
H -2.97 2.93 1.06
H -1.24 4.43 0.32
H -0.21 5.02 -2.15
H 0.53 2.55 -3.12
Se -2.54 -1.72 0.65
N -1.86 -0.81 -0.75
C -2.85 -0.14 -1.33
C -2.77 0.63 -2.52
C -3.90 1.24 -2.97
C -5.16 1.13 -2.29
C -5.28 0.37 -1.17
C -4.13 -0.31 -0.67
N -4.15 -1.11 0.38
H -1.83 0.72 -3.04
H -3.86 1.83 -3.87
H -6.02 1.64 -2.69
H -6.22 0.24 -0.65
C 0.45 -4.29 -1.05
Te -0.46 -2.94 -2.43
C 0.80 -3.54 -4.03
H -0.01 -5.27 -1.13
H 0.32 -3.89 -0.05
H 1.51 -4.34 -1.29
H 1.84 -3.49 -3.72
H 0.62 -2.89 -4.88
H 0.53 -4.56 -4.28


No. 11
98
Properties=species:S:1:pos:R:3 method="wB97M-V/def2-TZVPD" spin_multiplicity=2 total_charge=+1 lumo_ev="-2.261 / -7.809" de_lowest_kcal_mol=21.2 s2=0.755 e_homo_ev="-10.9 / -10.9" energy_ha=-2379.84306
C -13.36 26.37 13.72
C -14.63 25.75 13.03
C -14.72 25.94 11.47
O -14.01 27.09 11.02
C -14.85 28.25 11.10
N -14.90 24.43 13.57
H -13.49 27.44 13.60
H -12.53 25.81 13.29
H -13.29 26.10 14.78
H -15.44 26.34 13.45
H -15.66 25.65 11.02
H -14.03 25.24 11.00
H -15.03 28.63 12.10
H -15.85 28.15 10.68
H -14.55 29.07 10.43
H -15.01 24.59 14.57
H -14.12 23.80 13.60
C -3.90 24.37 17.37
C -4.18 25.70 16.62
C -5.68 25.92 16.32
O -6.06 25.01 15.27
C -7.28 25.36 14.48
N -3.60 26.79 17.39
H -2.82 24.27 17.53
H -4.32 23.57 16.76
H -4.31 24.48 18.37
H -3.68 25.66 15.64
H -5.89 26.94 16.00
H -6.27 25.71 17.21
H -8.16 25.41 15.12
H -7.27 24.61 13.69
H -7.25 26.32 13.96
H -3.94 26.63 18.33
H -4.10 27.58 17.02
C -9.25 28.82 14.95
O -10.21 28.13 14.63
N -8.85 29.00 16.11
N -8.48 29.40 14.09
H -9.31 28.46 16.83
H -8.21 29.77 16.21
H -8.80 29.23 13.14
H -7.72 29.97 14.42
C -7.95 26.20 7.87
O -7.94 26.32 9.07
N -7.40 27.08 7.06
N -8.46 25.21 7.24
H -7.39 26.99 6.05
H -6.96 27.93 7.40
H -9.01 24.58 7.81
H -8.51 25.22 6.23
C -8.39 21.20 11.17
O -9.40 21.41 10.56
N -8.08 21.88 12.26
N -7.54 20.24 10.91
H -7.24 21.60 12.75
H -8.68 22.62 12.60
H -6.87 20.07 11.65
H -7.69 19.48 10.27
C -9.37 25.27 12.09
O -9.94 24.62 12.85
N -9.05 24.78 10.92
N -9.12 26.53 12.15
H -9.44 23.85 10.84
H -8.70 25.32 10.15
H -8.56 26.91 11.40
H -9.37 27.09 12.95
C -11.98 30.60 11.60
O -12.25 31.30 12.60
N -12.12 30.89 10.36
N -11.49 29.41 11.79
H -12.41 31.82 10.09
H -11.91 30.23 9.62
H -11.63 28.96 12.69
H -11.19 28.76 11.08
C -4.98 26.64 11.38
O -5.55 27.64 11.78
N -3.71 26.36 11.47
N -5.52 25.80 10.60
H -3.24 26.96 12.13
H -3.36 25.42 11.33
H -5.04 25.04 10.15
H -6.48 26.11 10.46
C -11.34 23.05 8.23
O -10.39 22.95 7.52
N -11.46 22.43 9.37
N -12.51 23.51 7.92
H -12.33 22.69 9.80
H -10.65 21.99 9.78
H -12.59 23.75 6.94
H -13.27 23.53 8.59
C -12.52 22.40 14.03
O -13.28 21.92 14.89
N -11.64 23.23 14.34
N -12.61 22.25 12.71
H -11.02 23.67 13.66
H -11.42 23.30 15.33
H -12.01 22.77 12.09
H -13.25 21.58 12.30